Record 1
The following is a DFT calculation (wB97M-V/def2-TZVPD) of a 9-piece molecular cluster, C28H62N8O7S overall.

- Total charge: 0
- F_max: 4.91 eV/A
- E: -67131.0895 eV
- Gap between HOMO and LUMO: 9.0 eV

Last column: Mulliken charge in e.
Positions of all 106 atoms, in Å:
C 2.452 0.611 -6.057  -1.4052
C 1.295 0.859 -5.078  0.2539
C 1.373 2.293 -4.425  -0.0986
C 2.577 2.649 -3.751  0.2228
N 3.611 2.848 -3.206  -0.6139
H 2.327 -0.316 -6.588  0.4370
H 3.390 0.521 -5.521  0.3313
H 2.514 1.370 -6.817  0.3313
H 1.264 0.136 -4.265  -0.1818
H 0.330 0.809 -5.591  0.3109
H 0.531 2.328 -3.717  -0.0542
H 1.142 3.016 -5.225  0.4985
C 2.278 -0.969 5.031  -1.2054
C 2.990 0.023 4.103  -0.2153
C 2.118 1.185 3.622  -0.6532
C 0.775 0.685 3.208  0.2733
N -0.235 0.266 2.902  -0.2591
H 3.035 -1.655 5.484  0.3923
H 1.485 -1.501 4.455  0.2286
H 1.814 -0.374 5.825  0.3379
H 3.410 -0.490 3.203  -0.1817
H 3.863 0.464 4.612  0.4897
H 2.637 1.513 2.727  0.2370
H 1.973 1.966 4.337  0.6802
C -4.258 -0.699 -3.506  -0.9899
S -3.092 0.687 -3.895  0.7934
O -2.198 0.173 -5.003  -0.7022
C -4.368 1.783 -4.762  -1.0835
H -4.939 -0.782 -4.354  0.5017
H -4.827 -0.418 -2.580  0.3080
H -3.629 -1.536 -3.221  0.1695
H -3.815 2.725 -4.986  0.3300
H -5.158 2.020 -4.039  0.3562
H -4.804 1.246 -5.625  0.3269
C -5.471 -1.015 3.232  -1.0968
C -5.017 0.359 2.751  0.7688
O -5.795 1.123 2.192  -0.6638
N -3.709 0.658 3.005  -0.0169
C -3.130 1.961 2.765  -0.8018
H -6.144 -0.806 4.063  0.3615
H -4.720 -1.688 3.647  0.2960
H -6.066 -1.534 2.486  0.2782
H -3.072 -0.095 3.196  0.2812
H -3.396 2.629 3.578  0.4871
H -3.556 2.417 1.874  0.3463
H -2.080 1.829 2.732  -0.2292
C 0.620 4.130 3.001  -0.3479
C 0.640 5.410 2.180  0.3702
O 0.337 6.460 2.735  -0.6654
N 1.008 5.343 0.862  -0.0923
C 1.137 4.178 0.073  -0.2990
H -0.221 3.489 2.757  -0.1063
H 0.359 4.467 3.982  0.3932
H 1.593 3.627 2.986  0.0915
H 1.021 6.269 0.390  0.2595
H 0.985 3.329 0.787  -0.1352
H 2.113 3.949 -0.336  0.2235
H 0.443 4.212 -0.733  0.2796
C -3.217 -5.137 -0.545  -1.3697
C -2.981 -3.651 -0.205  0.6265
O -3.446 -2.746 -0.910  -0.6393
N -2.307 -3.423 0.955  0.1871
C -2.167 -2.102 1.465  -0.8895
H -2.713 -5.471 -1.460  0.2865
H -4.274 -5.269 -0.745  0.3947
H -3.037 -5.780 0.306  0.3608
H -1.845 -4.189 1.412  0.2719
H -2.898 -1.437 0.994  0.3093
H -1.211 -1.613 1.365  -0.0394
H -2.462 -2.013 2.496  0.4796
C 6.522 -0.051 1.357  -1.3611
C 5.253 -0.451 0.609  0.7470
O 4.801 -1.608 0.440  -0.7886
N 4.432 0.611 0.264  -0.1073
C 3.288 0.348 -0.649  -0.4904
H 6.384 0.934 1.773  0.3686
H 7.294 -0.085 0.585  0.3887
H 6.696 -0.784 2.116  0.3419
H 5.011 1.422 0.070  0.3010
H 2.335 0.167 -0.213  -0.1490
H 3.501 -0.563 -1.186  0.3303
H 3.130 1.149 -1.371  0.2485
C 2.585 -4.800 -0.856  -1.2207
C 1.690 -3.912 0.004  0.6436
O 0.463 -4.068 -0.072  -0.5681
N 2.293 -2.983 0.718  -0.0106
C 1.458 -1.979 1.403  0.8442
H 3.552 -4.728 -0.348  0.3637
H 2.688 -4.392 -1.884  0.2336
H 2.115 -5.783 -0.998  0.3487
H 3.219 -2.644 0.536  0.4941
H 0.887 -2.360 2.207  0.4337
H 0.734 -1.567 0.694  -0.7361
H 2.029 -1.160 1.760  -0.7718
C -2.259 1.134 -0.132  -0.9103
C -1.109 0.593 -0.999  0.3209
O -0.097 1.203 -1.342  -0.5381
N -1.444 -0.685 -1.442  0.7256
C -0.445 -1.515 -2.142  -0.6543
H -1.918 0.789 0.848  -0.1619
H -3.138 0.663 -0.424  0.3836
H -2.309 2.218 -0.096  0.6227
H -2.226 -1.138 -0.983  -0.2655
H -0.408 -1.341 -3.213  0.2853
H -0.709 -2.599 -1.971  0.1595
H 0.524 -1.340 -1.697  0.0219

***

Record 2
The following is a DFT calculation (wB97M-V/def2-TZVPD) of a 4-piece molecular cluster, C28H63BN3O13S overall.

- Total charge: +1
- F_max: 0.72 eV/A
- E: -72650.0535 eV
- Gap between HOMO and LUMO: 8.5 eV

Last column: Mulliken charge in e.
Positions of all 109 atoms, in Å:
C -0.328 0.514 3.549  -0.9916
O -0.805 -0.365 2.537  -0.5238
B -1.473 0.053 1.435  0.0267
O -2.446 1.020 1.525  -0.5322
C -1.275 -0.767 0.056  0.9528
C -2.697 -1.081 -0.448  -1.0542
C -3.688 -1.782 0.499  -0.9736
O -4.724 -0.937 0.947  -0.4017
C -0.612 0.032 -1.131  -0.8699
C -0.874 1.536 -1.113  -1.4933
C 0.108 2.328 -0.244  1.2907
C 0.108 3.825 -0.585  -1.1562
C 1.461 4.468 -0.289  -1.0505
C 2.555 4.109 -1.305  -0.2336
N 2.050 4.031 -2.685  -0.6373
O 0.786 -0.105 -1.271  0.3826
C 1.190 -1.448 -1.306  0.3483
C 2.594 -1.593 -1.919  -2.3924
O 2.857 -0.508 -2.753  0.0345
C 3.345 -0.834 -4.036  -0.4551
O 4.649 -1.300 -3.957  -0.4398
C 5.639 -0.293 -4.029  -0.5468
C 5.647 0.607 -2.801  -0.1461
O 5.685 -0.200 -1.635  -0.5379
C 1.052 -1.971 0.126  0.8868
C 1.613 -0.939 1.128  0.5288
C 3.096 -0.627 0.988  -1.0711
O 3.515 0.283 0.345  -0.3741
O 3.933 -1.500 1.646  -0.4972
C 1.714 -3.340 0.306  -0.5661
C 1.334 -4.198 1.517  -0.6112
O 1.683 -5.342 1.565  -0.5201
N 0.558 -3.573 2.570  0.5981
C -0.606 -4.388 2.992  -0.8107
C 1.426 -3.262 3.718  -1.0262
N -0.473 -2.076 0.372  0.6145
S -1.187 -3.580 -0.274  -0.0462
H -0.526 0.071 4.522  0.3126
H -0.822 1.485 3.503  0.3162
H 0.747 0.651 3.427  0.3058
H -2.188 1.935 1.386  0.4320
H -3.129 -0.104 -0.673  0.5684
H -2.637 -1.598 -1.405  0.6441
H -3.209 -2.215 1.385  0.2108
H -4.111 -2.633 -0.042  0.4325
H -5.480 -1.019 0.361  0.3478
H -1.058 -0.384 -2.047  0.3795
H -1.910 1.770 -0.866  0.2569
H -0.749 1.866 -2.146  0.8470
H 1.114 1.941 -0.403  -0.5098
H -0.150 2.235 0.821  -0.2807
H -0.130 3.956 -1.642  0.6070
H -0.660 4.352 -0.013  0.4158
H 1.347 5.547 -0.182  0.4360
H 1.804 4.103 0.686  0.3615
H 3.010 3.157 -1.004  -0.1240
H 3.356 4.845 -1.258  0.5664
H 1.785 3.072 -2.884  0.2238
H 2.813 4.212 -3.327  0.3131
H 0.482 -1.980 -1.962  0.7090
H 3.378 -1.658 -1.162  0.4216
H 2.631 -2.530 -2.486  0.6682
H 2.745 -1.613 -4.515  0.3594
H 3.275 0.080 -4.623  0.3679
H 6.595 -0.806 -4.124  0.4202
H 5.504 0.322 -4.927  0.2038
H 4.749 1.233 -2.800  0.0025
H 6.525 1.260 -2.848  0.4676
H 5.235 0.260 -0.922  0.2866
H 1.125 0.021 1.002  -0.3130
H 1.407 -1.288 2.134  0.4495
H 4.100 -1.230 2.558  0.3833
H 2.792 -3.179 0.361  0.6216
H 1.578 -3.984 -0.561  0.6253
H -1.532 -4.013 2.553  0.1770
H -0.483 -5.435 2.713  0.2610
H -0.707 -4.342 4.073  0.4230
H 2.227 -2.589 3.418  0.2306
H 1.868 -4.164 4.149  0.3835
H 0.829 -2.764 4.481  0.3561
H -0.503 -2.249 1.400  0.5470
H -0.471 -3.598 -1.405  0.2131
C -6.036 -0.711 4.391  -0.8473
C -4.823 -0.556 5.281  -0.2052
O -3.603 -0.747 4.555  -0.3749
H -6.036 -1.702 3.933  0.2691
H -6.963 -0.578 4.948  0.3620
H -6.019 0.024 3.584  0.1003
H -4.822 -1.304 6.073  0.2713
H -4.812 0.432 5.752  0.2326
H -3.576 -0.075 3.864  0.1041
C -6.777 3.582 5.098  -1.0129
C -7.118 3.008 3.735  0.0131
O -8.159 2.038 3.814  -0.5061
H -6.477 2.784 5.779  0.2548
H -5.965 4.308 5.030  0.3165
H -7.643 4.084 5.534  0.3581
H -6.255 2.495 3.311  -0.0125
H -7.412 3.808 3.047  0.3224
H -8.932 2.479 4.183  0.2949
C 3.713 1.624 -8.293  -1.0008
C 3.702 0.118 -8.125  -0.3079
O 2.856 -0.302 -7.052  -0.4230
H 4.038 2.110 -7.372  0.2334
H 4.386 1.920 -9.098  0.3527
H 2.714 1.995 -8.535  0.3240
H 4.696 -0.251 -7.871  0.2913
H 3.393 -0.369 -9.054  0.2929
H 1.960 -0.012 -7.254  0.2647

***

Record 3
The following is a DFT calculation (wB97M-V/def2-TZVPD) of a 7-piece molecular cluster, C28H63Br2NO9 overall.

- Total charge: 0
- F_max: 7.11 eV/A
- E: -190050.3841 eV
- Gap between HOMO and LUMO: 9.4 eV
- SMILES: C#CCCO[C@](CCN(CC)C(C)=O)(COC)[C@@H](Br)[C@@H](C)Br.CCO.CCO.CCO.CCO.CCO.CCO

Last column: Mulliken charge in e.
Positions of all 103 atoms, in Å:
C -6.978 -1.421 -4.046  -0.4630
C -5.662 -1.600 -4.010  -0.4201
C -4.071 -1.759 -3.676  0.1794
C -3.572 -0.234 -3.301  -0.5418
O -3.847 0.113 -1.925  -0.2646
C -2.638 0.165 -1.100  1.2596
C -1.885 1.543 -1.506  -0.9463
C -0.799 2.072 -0.443  -0.7767
N 0.307 1.121 -0.122  0.7912
C 1.675 1.696 -0.363  -0.5284
C 2.767 0.530 -0.748  -0.3862
C 0.306 0.675 1.292  0.1712
C 0.774 -0.866 1.603  -0.9899
O 0.021 1.382 2.317  -0.6043
C -1.657 -1.105 -1.273  -0.7495
O -0.547 -0.860 -2.226  0.1662
C -0.165 -2.126 -2.830  -0.7984
C -3.200 0.175 0.447  -1.1898
Br -4.888 1.264 0.419  -0.0225
C -3.516 -1.289 1.042  0.1660
C -4.162 -1.038 2.536  -0.9738
Br -4.858 -2.356 0.040  -0.0932
H -8.004 -0.908 -3.872  0.3103
H -3.550 -2.044 -4.660  0.3414
H -3.925 -2.502 -2.815  0.0850
H -2.502 -0.042 -3.667  0.1605
H -4.257 0.453 -3.953  0.4527
H -1.419 1.525 -2.564  0.2275
H -2.723 2.357 -1.557  0.4218
H -1.392 2.451 0.484  0.1638
H -0.328 3.037 -0.905  0.4291
H 2.042 2.107 0.667  0.2549
H 1.738 2.466 -1.212  0.4089
H 3.013 -0.162 0.135  0.0834
H 2.478 -0.038 -1.712  -0.0716
H 3.754 1.110 -0.985  0.2148
H 1.609 -0.782 2.394  0.3219
H -0.088 -1.520 1.993  0.2746
H 1.156 -1.328 0.605  0.1726
H -1.116 -1.413 -0.283  -0.3225
H -2.173 -2.067 -1.650  0.5707
H -0.298 -3.039 -2.127  0.2096
H 0.920 -2.150 -3.211  0.2809
H -0.859 -2.325 -3.747  0.2186
H -2.492 0.696 1.185  0.4523
H -2.538 -1.891 1.255  0.3328
H -3.794 -0.018 2.937  0.2529
H -3.843 -1.839 3.298  0.3018
H -5.323 -0.943 2.464  0.3297
C 4.674 2.323 -3.852  -1.0858
C 3.261 2.024 -4.311  -0.0166
O 2.376 3.035 -3.849  -0.5064
H 4.720 2.378 -2.761  0.2674
H 5.368 1.551 -4.195  0.3335
H 5.008 3.292 -4.235  0.3664
H 2.923 1.066 -3.909  0.1650
H 3.205 1.979 -5.403  0.2385
H 2.679 3.878 -4.217  0.2786
C 4.591 -4.201 0.659  -1.1301
C 4.693 -2.709 0.415  -0.1047
O 4.078 -1.995 1.480  -0.4760
H 3.544 -4.505 0.745  0.2851
H 5.055 -4.763 -0.156  0.3328
H 5.081 -4.474 1.598  0.3545
H 4.184 -2.438 -0.513  0.2115
H 5.739 -2.395 0.339  0.2697
H 4.540 -2.234 2.297  0.2864
C -1.117 1.202 5.265  -0.8721
C -0.740 1.127 6.730  -0.2023
O -1.816 0.581 7.486  -0.5401
H -2.008 1.821 5.129  0.2604
H -0.301 1.624 4.673  0.2763
H -1.356 0.208 4.875  0.2435
H -0.523 2.124 7.121  0.3155
H 0.144 0.499 6.875  0.2352
H -1.996 -0.304 7.139  0.2908
C -1.103 2.076 10.356  -0.7129
C 0.379 2.339 10.539  -0.2425
O 0.698 2.403 11.923  -0.5361
H -1.694 2.865 10.831  0.2801
H -1.363 2.030 9.297  0.0840
H -1.390 1.133 10.831  0.3089
H 0.657 3.291 10.082  0.2887
H 0.976 1.546 10.077  0.2320
H 0.457 1.553 12.318  0.3040
C -0.832 -6.323 -1.983  -1.0092
C 0.648 -6.044 -1.808  -0.1843
O 0.972 -5.979 -0.425  -0.4972
H -1.429 -5.542 -1.504  0.2294
H -1.097 -6.371 -3.042  0.3135
H -1.105 -7.270 -1.508  0.4005
H 0.913 -5.087 -2.264  0.1883
H 1.253 -6.828 -2.275  0.3196
H 0.742 -6.833 -0.031  0.2892
C 1.055 5.850 -7.492  -1.0308
C 2.542 5.577 -7.600  -0.2615
O 2.874 4.387 -6.894  -0.4491
H 0.759 5.953 -6.444  0.2457
H 0.787 6.765 -8.026  0.3494
H 0.478 5.018 -7.906  0.3387
H 3.115 6.399 -7.166  0.2818
H 2.844 5.460 -8.646  0.2594
H 2.369 3.662 -7.291  0.2692

***

Record 4
The following is a DFT calculation (wB97M-V/def2-TZVPD) of C28H63F3HgN9O12S as an isolated structure.

- Total charge: 0
- F_max: 3.66 eV/A
- Multiplicity: 2
- ⟨S²⟩: 0.75
- E: -91197.9987 eV
- Gap between HOMO and LUMO (alpha / beta): 6.2 / 9.3 eV

Last column: Mulliken spin population.
Positions of all 117 atoms, in Å:
Hg 0.123 -2.166 -3.885  1.0614
C -1.098 0.373 0.337  0.0026
F -0.774 0.804 1.555  0.0003
F -1.863 -0.714 0.497  -0.0018
F -1.805 1.270 -0.353  -0.0005
S 0.473 -0.190 -0.652  0.0855
O 1.238 -1.155 0.184  -0.0061
O 0.050 -0.784 -1.958  0.0288
O 1.215 1.017 -0.894  -0.0002
C -6.525 -2.561 -1.188  0.0001
O -5.828 -3.362 -1.802  0.0003
N -6.148 -1.309 -0.875  0.0001
C -7.067 -0.523 -0.118  0.0000
C -4.791 -0.747 -1.147  -0.0015
H -7.573 -2.714 -0.889  0.0000
H -6.624 -0.043 0.755  0.0000
H -7.954 -1.104 0.134  0.0000
H -7.418 0.323 -0.708  0.0000
H -4.923 0.251 -1.565  -0.0001
H -4.258 -0.601 -0.207  0.0002
H -4.099 -1.358 -1.726  0.0021
C 4.703 -0.205 0.977  -0.0001
O 5.710 -0.422 0.292  0.0000
N 4.429 0.932 1.679  0.0000
C 3.145 1.080 2.418  -0.0001
C 5.181 2.124 1.465  0.0000
H 3.880 -0.895 1.220  0.0001
H 3.233 1.895 3.137  0.0000
H 2.785 0.147 2.852  -0.0001
H 2.334 1.297 1.722  0.0004
H 6.137 2.089 0.942  0.0000
H 4.649 3.010 1.117  0.0000
H 5.595 2.368 2.443  0.0000
C -3.629 2.656 3.728  -0.0001
O -4.766 2.620 3.309  0.0000
N -3.298 3.300 4.887  0.0000
C -2.011 3.907 5.024  0.0000
C -4.299 3.901 5.748  0.0000
H -2.755 2.243 3.201  0.0000
H -1.904 4.987 4.925  0.0000
H -1.171 3.448 4.503  0.0000
H -1.732 3.770 6.069  0.0000
H -5.256 3.390 5.648  0.0000
H -3.989 3.786 6.786  0.0000
H -4.355 4.982 5.622  0.0000
C 2.619 4.055 -0.495  0.0004
O 3.517 4.685 -1.082  0.0000
N 1.547 4.716 0.096  0.0000
C 0.547 3.859 0.764  0.0002
C 1.350 6.172 -0.063  0.0000
H 2.556 2.962 -0.376  -0.0001
H -0.357 3.831 0.155  0.0000
H 0.311 4.248 1.755  0.0000
H 0.823 2.831 1.000  0.0000
H 0.535 6.362 -0.762  0.0000
H 1.074 6.517 0.933  0.0000
H 2.281 6.660 -0.354  0.0000
C 3.442 -1.203 -3.309  0.0029
O 2.327 -1.338 -3.818  -0.0487
N 4.227 -0.209 -3.738  -0.0005
C 5.477 0.018 -3.102  0.0003
C 3.880 0.711 -4.787  -0.0008
H 3.836 -1.797 -2.470  0.0021
H 5.504 1.019 -2.671  0.0000
H 6.408 0.076 -3.665  0.0000
H 5.716 -0.724 -2.340  0.0001
H 3.843 1.736 -4.418  -0.0002
H 4.630 0.616 -5.573  0.0001
H 2.921 0.475 -5.249  0.0025
C -0.144 -2.128 6.222  0.0000
O -0.291 -1.910 7.417  0.0000
N -0.279 -1.312 5.163  0.0000
C 0.320 -1.671 3.866  0.0001
C -0.579 0.074 5.372  0.0000
H -0.010 -3.151 5.838  0.0000
H 1.370 -1.394 3.767  0.0000
H -0.254 -1.259 3.037  0.0000
H 0.279 -2.759 3.823  0.0000
H 0.288 0.715 5.216  0.0000
H -1.301 0.290 4.584  0.0000
H -0.987 0.299 6.357  0.0000
C -0.046 0.934 -5.546  0.0250
O 0.354 -0.012 -4.897  -0.0679
N -0.663 1.981 -5.053  0.0059
C -1.104 2.934 -6.020  0.0004
C -1.033 2.189 -3.652  -0.0002
H 0.070 1.026 -6.637  0.0006
H -0.587 2.898 -6.979  0.0000
H -1.164 3.947 -5.621  -0.0001
H -2.117 2.591 -6.228  0.0003
H -0.753 3.172 -3.273  -0.0001
H -2.098 1.996 -3.520  0.0010
H -0.472 1.527 -2.994  0.0001
C 1.772 -4.825 -2.494  0.0389
O 0.978 -3.861 -2.469  0.0032
N 2.582 -5.046 -1.439  -0.0031
C 3.731 -5.979 -1.650  0.0010
C 2.643 -4.138 -0.274  0.0004
H 1.962 -5.513 -3.333  0.0055
H 3.750 -6.774 -0.905  -0.0001
H 4.677 -5.448 -1.755  0.0002
H 3.674 -6.475 -2.618  0.0001
H 2.341 -4.677 0.623  0.0006
H 3.563 -3.568 -0.138  0.0003
H 1.912 -3.331 -0.333  0.0002
C -2.434 -3.510 -1.859  0.0013
O -1.484 -3.016 -2.484  -0.1498
N -2.476 -3.927 -0.560  -0.0004
C -3.499 -4.797 -0.008  0.0008
C -1.218 -3.716 0.236  -0.0010
H -3.430 -3.569 -2.324  0.0063
H -2.949 -5.652 0.385  0.0001
H -4.104 -5.183 -0.829  0.0002
H -4.093 -4.348 0.787  -0.0002
H -1.510 -3.601 1.280  0.0001
H -0.557 -4.582 0.273  -0.0004
H -0.611 -2.841 0.007  0.0009